Formula: C4H8O2
Source: the Open Molecules 2025 dataset
Level of theory: ωB97M-V/def2-TZVPD

Results
Energy relative to the best compared isomer or geometry (same formula, charge and spin) = 1.864 eV
HOMO energy = -9.88 eV
Orbital gap = 10.669 eV
Structure (SMILES) = CC=O.CC=O

```
14
Properties=species:S:1:pos:R:3:forces:R:3
O -3.35152 -4.60767 -0.06517 2.9 -2.7 -0.5
C -2.47710 -5.51362 -0.08324 -3.0 2.3 1.5
C -1.01064 -5.28945 -0.20528 0.5 0.5 -0.3
H -2.80481 -6.53121 0.24051 0.2 0.2 -0.6
H -0.48548 -5.76357 0.64092 -0.3 0.0 -0.4
H -0.78410 -4.20998 -0.19963 -0.2 -0.4 -0.1
H -0.62885 -5.72414 -1.14436 -0.1 0.0 0.4
O -6.17786 -0.65356 5.74635 1.7 0.5 -1.8
C -5.25367 -0.48413 4.94694 -0.9 -0.8 2.1
C -3.85912 -1.08987 5.17391 -0.3 0.2 -0.3
H -5.41049 0.08536 3.99891 0.1 -0.2 0.4
H -3.75874 -1.88052 4.41141 0.2 0.3 0.2
H -3.70559 -1.53952 6.16931 -0.5 0.3 -0.4
H -3.07296 -0.33515 5.00373 -0.3 -0.3 -0.1
```
Forces are in eV/Å.

---

Formula: C4H8O2
Source: the Open Molecules 2025 dataset
Level of theory: ωB97M-V/def2-TZVPD

Results
Energy relative to the best compared isomer or geometry (same formula, charge and spin) = 5.016 eV
HOMO energy = -8.54 eV
Orbital gap = 9.188 eV

```
14
Properties=species:S:1:pos:R:3:forces:R:3
C 1.79378 0.70030 0.06961 0.2 0.1 0.0
C 0.20888 -1.36649 -0.08234 -0.4 -0.4 0.0
O -0.32417 -1.27865 1.13463 0.0 -0.3 -0.1
C -1.44724 -0.43505 0.77601 -0.3 0.2 0.0
C -0.97199 -0.54045 -0.68232 -0.2 -0.3 0.0
O -0.87754 0.59354 -1.48357 0.2 0.1 0.1
H 1.02325 1.18062 0.68885 0.2 -0.2 -0.2
H 2.72611 0.68024 0.62996 0.1 0.2 0.0
H 1.90761 1.22158 -0.88309 0.1 0.1 0.2
H 1.57230 -0.36944 -0.14309 0.3 0.6 0.0
H -1.37059 0.55803 1.23084 0.1 -0.2 0.0
H -2.38307 -0.92151 1.05805 0.0 0.2 0.0
H -1.54535 -1.27129 -1.25985 -0.1 0.0 0.1
H -0.31199 1.24858 -1.05371 0.0 -0.2 -0.1
```
Forces are in eV/Å.

---

Formula: C4H8O2
Source: the Open Molecules 2025 dataset
Level of theory: ωB97M-V/def2-TZVPD

Results
Energy relative to the best compared isomer or geometry (same formula, charge and spin) = 3.679 eV
HOMO energy = -9.16 eV
Orbital gap = 9.899 eV

```
14
Properties=species:S:1:pos:R:3:forces:R:3
C -2.13554 -0.35965 -0.56684 -0.1 0.0 0.0
C -0.63933 -0.36614 -0.36782 -0.1 -0.3 -0.1
O -0.30730 0.63445 0.57216 0.0 -0.3 0.1
C 1.02009 0.90634 0.67765 0.6 0.0 -0.7
C 2.15161 0.00030 0.70166 0.2 -0.7 1.2
O 3.29746 0.38906 0.86284 -0.1 -0.5 0.3
H -2.46862 0.60653 -0.95799 0.1 -0.1 0.1
H -2.64273 -0.55091 0.38265 0.0 0.0 -0.1
H -2.41468 -1.14009 -1.27947 0.0 0.1 0.1
H -0.28040 -1.33241 0.00167 -0.2 -0.1 -0.2
H -0.10165 -0.14379 -1.30812 -0.1 -0.1 0.1
H 1.11751 1.77315 1.35678 0.5 0.2 -1.3
H 1.57115 0.61113 -0.54048 -1.4 2.3 0.8
H 1.83243 -1.02797 0.46531 0.6 -0.4 -0.1
```
Forces are in eV/Å.

---

Formula: C4H8O2
Source: the Open Molecules 2025 dataset
Level of theory: ωB97M-V/def2-TZVPD

Results
Energy relative to the best compared isomer or geometry (same formula, charge and spin) = 1.676 eV
HOMO energy = -10.00 eV
Orbital gap = 10.885 eV
Structure (SMILES) = O[C@H]1C[C@@H](O)C1

```
14
Properties=species:S:1:pos:R:3:forces:R:3
O 0.45524 -2.07850 0.40198 0.0 0.0 -0.2
C 0.04992 -0.81471 0.86532 -0.1 0.2 0.3
C 0.93335 0.38729 0.44179 0.1 0.0 0.0
C -0.23612 0.94179 -0.41028 -0.1 0.1 0.3
O -0.06873 0.77808 -1.80445 0.2 0.2 -0.2
C -1.15232 -0.16836 0.13220 -0.1 0.0 0.0
H 0.52366 -2.02391 -0.56007 0.0 -0.1 0.1
H -0.07919 -0.92340 1.94514 0.0 0.0 -0.2
H 1.81203 0.10056 -0.14555 -0.1 0.0 0.1
H 1.25174 1.02878 1.26986 -0.1 -0.1 -0.1
H -0.54549 1.96684 -0.16694 0.0 -0.1 -0.1
H 0.59476 1.41518 -2.09927 -0.1 -0.1 0.0
H -1.58433 -0.78867 -0.65889 0.1 0.1 0.1
H -1.95451 0.17902 0.78914 0.1 0.0 -0.1
```
Forces are in eV/Å.

---

Formula: C4H8O2
Source: the Open Molecules 2025 dataset
Level of theory: ωB97M-V/def2-TZVPD

Results
Energy relative to the best compared isomer or geometry (same formula, charge and spin) = 4.869 eV
HOMO energy = -8.32 eV
Orbital gap = 9.173 eV

```
14
Properties=species:S:1:pos:R:3:forces:R:3
O 2.24004 1.25861 0.08317 0.1 0.0 0.1
C 2.49436 0.63469 1.19933 -0.4 0.1 -0.2
C 0.02098 -1.34387 -0.45443 0.0 0.0 0.0
C -0.89140 -0.18956 -0.77343 -0.1 -0.3 -0.1
C -1.60477 0.54189 0.27639 -0.2 0.0 0.1
O -0.45398 1.10745 -0.35135 0.2 0.2 0.0
H 1.27713 1.37554 -0.09907 0.1 -0.1 0.1
H 0.94251 -1.28147 -1.04251 -0.1 0.0 0.1
H 1.47849 0.41388 1.65605 0.3 0.0 0.0
H -0.47230 -2.29231 -0.69172 0.1 0.2 0.0
H 0.28915 -1.34939 0.60749 0.0 0.0 -0.2
H -1.31802 -0.17723 -1.77734 0.0 0.0 0.2
H -1.46487 0.24461 1.31557 0.0 0.0 -0.2
H -2.53731 1.05717 0.05185 0.2 -0.1 0.0
```
Forces are in eV/Å.

---

Formula: C4H8O2
Source: the Open Molecules 2025 dataset
Level of theory: ωB97M-V/def2-TZVPD

Results
Energy relative to the best compared isomer or geometry (same formula, charge and spin) = 1.386 eV
HOMO energy = -9.74 eV
Orbital gap = 10.513 eV
Structure (SMILES) = C=CC.O=CO

```
14
Properties=species:S:1:pos:R:3:forces:R:3
C -0.90984 1.44198 -0.73852 -1.0 -0.4 -0.5
C -1.43494 0.15772 -0.14532 0.7 0.2 -0.2
C -1.71557 -0.95323 -0.81084 -0.2 0.2 0.1
H -1.33050 1.59798 -1.73409 0.2 -0.2 -0.2
H -1.28068 2.29756 -0.17981 0.5 0.1 0.3
H 0.16841 1.39017 -0.81922 0.3 0.4 0.2
H -1.42150 0.13364 0.93219 -0.4 0.0 0.3
H -2.09909 -1.81018 -0.26839 0.2 -0.1 -0.2
H -1.59536 -1.01600 -1.89092 -0.2 0.0 0.1
O 2.55207 -0.79110 2.44197 0.1 0.1 -0.3
C 2.16090 -0.97639 1.32296 -0.1 -0.2 0.7
O 2.32127 -0.13115 0.30074 0.2 -0.2 -0.4
H 1.61002 -1.87842 1.03401 -0.1 0.2 -0.3
H 2.97479 0.53742 0.55526 -0.2 0.1 0.2
```
Forces are in eV/Å.

---

Formula: C4H8O2
Source: the Open Molecules 2025 dataset
Level of theory: ωB97M-V/def2-TZVPD

Results
Energy relative to the best compared isomer or geometry (same formula, charge and spin) = 4.139 eV
HOMO energy = -8.62 eV
Orbital gap = 9.328 eV

```
14
Properties=species:S:1:pos:R:3:forces:R:3
O -2.02987 0.55525 1.38507 -0.3 0.1 0.0
C -1.05933 0.82558 0.39550 0.3 0.1 -0.3
C 0.11565 -0.10287 0.65141 0.0 0.0 0.0
C 0.82133 -1.72850 -1.96001 0.1 0.3 0.3
O 0.75529 -0.46523 -1.66874 0.0 -0.3 -0.2
C 1.21429 0.04126 -0.38194 0.1 0.0 0.2
H -2.82730 1.05280 1.17075 0.1 -0.1 0.1
H -0.71438 1.87231 0.44667 -0.1 -0.2 0.0
H -1.45197 0.65360 -0.61759 0.0 0.0 0.2
H 0.52297 0.09897 1.64884 0.0 0.0 -0.1
H 1.30113 -2.23072 -1.06402 -0.1 0.0 -0.2
H -0.23987 -1.14111 0.65717 0.1 0.1 0.0
H 2.11252 -0.51905 -0.10328 -0.1 0.1 0.0
H 1.47954 1.08773 -0.55982 0.0 -0.1 0.0
```
Forces are in eV/Å.

---

Formula: C4H8O2
Source: the Open Molecules 2025 dataset
Level of theory: ωB97M-V/def2-TZVPD

Results
Energy relative to the best compared isomer or geometry (same formula, charge and spin) = 2.905 eV
HOMO energy = -9.96 eV
Orbital gap = 10.814 eV
Structure (SMILES) = CC(=O)O.C=C

```
14
Properties=species:S:1:pos:R:3:forces:R:3
C -1.69878 -0.31579 -0.61843 -2.4 -4.8 -0.3
C -2.13041 0.63324 0.15654 -0.1 0.8 -0.3
C 2.02924 0.00765 0.00682 3.1 2.7 -2.6
C 0.87231 -0.75204 0.41802 -1.8 -0.8 1.7
H -1.85011 -0.37643 -1.68812 1.0 0.7 -0.3
H -1.68472 -1.41586 -0.18338 0.0 2.3 -0.8
H -2.17677 1.61785 -0.22684 -0.5 1.0 -0.1
H -2.37464 0.42223 1.15622 0.1 0.2 1.3
H 2.50078 1.81750 -0.27209 3.5 1.8 -1.0
H 0.91471 -1.83557 0.06018 0.2 1.5 0.9
H 0.86388 -0.61022 1.60237 -0.2 -0.7 -2.4
H -0.13545 -0.28090 0.03472 3.1 -0.8 1.0
O 3.15198 -0.33205 -0.38417 -2.8 0.3 1.3
O 1.71798 1.42040 -0.06185 -3.1 -4.0 1.5
```
Forces are in eV/Å.